w) 2 unconnected molecules or ions with the total composition C6H9NS. Source: the Open Molecules 2025 dataset; level of theory: ωB97M-V/def2-TZVPD.

Computed properties:
E_HOMO (spin up / spin down) = -6.6 / -8.2 eV
Multiplicity = 3
LUMO level (spin up / spin down) = 0.7 / -2.6 eV
M = 127.21 g/mol

Geometry (Å):
C  0.08752  -1.20232  0.64165
C  -2.54239  1.00448  0.00568
C  -2.01223  1.96119  0.72417
C  0.78678  -0.72300  -1.56396
C  2.25275  -0.02947  0.54900
C  1.05816  -0.65545  -0.04331
N  -0.84061  -1.85177  1.13368
S  -3.32665  -0.03500  -0.91348
H  -1.61298  -1.30896  1.47617
H  -2.52643  2.88455  0.83103
H  -1.17068  1.68708  1.28339
H  0.84793  0.30949  -2.00979
H  -0.29122  -1.17582  -1.83460
H  1.57408  -1.28148  -2.08309
H  2.28018  1.06896  0.15992
H  2.47265  0.00399  1.57223
H  2.96315  -0.65649  0.07133

---

x) C6H9NS in the gas phase. Source: the Open Molecules 2025 dataset; level of theory: ωB97M-V/def2-TZVPD.

Computed properties:
E_HOMO (spin up / spin down) = -5.5 / -9.7 eV
Multiplicity = 3
LUMO level (spin up / spin down) = 0.7 / -2.0 eV
M = 127.21 g/mol

Geometry (Å):
C  -0.20870  -1.07076  -0.61410
C  0.57894  -1.15195  1.36639
C  1.00919  -1.77959  2.51721
C  -0.12421  0.41507  -0.44907
C  0.67506  1.14909  -1.64261
C  -1.53478  1.13348  -0.32310
N  0.14251  -1.88646  0.30124
S  0.65424  0.60812  1.13092
H  -0.59856  -1.38345  -1.49464
H  1.42410  -1.23013  3.38446
H  0.96584  -2.80902  2.51059
H  0.80400  2.20741  -1.44024
H  0.13779  1.04957  -2.57523
H  1.65529  0.60616  -1.75244
H  -1.24352  2.18552  -0.28415
H  -2.04909  0.86852  0.56608
H  -2.28809  1.08841  -1.20133

---

Stability verdict: x), ahead by 40.4 kcal/mol

---

w) C3H12Si2 in the gas phase. Source: the Open Molecules 2025 dataset; level of theory: ωB97M-V/def2-TZVPD.

Computed properties:
E_HOMO = -10.2 eV
LUMO level = 0.9 eV
M = 104.30 g/mol

Geometry (Å):
C  -0.79136  -1.22595  0.98275
Si  0.70052  -0.24803  0.46058
C  1.78545  -1.77652  0.05324
C  0.05401  1.01493  -1.17858
Si  -1.29985  2.28804  -0.61232
H  -0.66708  -1.71373  2.04136
H  -1.61916  -0.57686  0.97920
H  -1.05123  -2.05041  0.36479
H  1.28266  0.51297  1.74639
H  1.18959  -2.67702  -0.24773
H  2.49512  -1.57026  -0.80870
H  2.32286  -2.09280  0.89746
H  -0.11631  0.45068  -2.19700
H  1.04441  1.48083  -1.45925
H  -2.08601  1.83145  0.56771
H  -2.51319  2.78747  -1.50467
H  -0.73043  3.56519  -0.08522

---

x) A molecular structure, C3H12Si2. Source: the Open Molecules 2025 dataset; level of theory: ωB97M-V/def2-TZVPD.

Computed properties:
E_HOMO = -8.9 eV
LUMO level = 1.0 eV
M = 104.30 g/mol

Geometry (Å):
C  -1.36673  -1.69240  0.21103
C  -2.07742  1.41521  -0.08263
C  1.28922  0.52195  0.64435
Si  2.81147  -0.08567  -0.26093
Si  -0.86330  0.00851  -0.47088
H  -1.44379  -2.41616  -0.59735
H  -0.62491  -2.06857  0.90740
H  -2.32244  -1.67156  0.72655
H  -1.83655  1.90342  0.85820
H  -2.04276  2.17251  -0.86203
H  -3.10399  1.06038  -0.01574
H  1.13646  0.06120  1.61513
H  1.24832  1.60155  0.75947
H  3.67011  -0.88640  0.62634
H  3.61312  1.05182  -0.73229
H  2.47341  -0.92186  -1.42153
H  -0.56024  -0.05392  -1.90511

---

Stability verdict: x), ahead by 6.6 kcal/mol

---

w) 2 unconnected molecules or ions with the total composition C5H13N2. Source: the Open Molecules 2025 dataset; level of theory: ωB97M-V/def2-TZVPD.

Computed properties:
E_HOMO = -12.4 eV
LUMO level = -3.6 eV
Net charge = +1
M = 101.17 g/mol

Geometry (Å):
C  -0.28014  1.39060  1.22593
C  -1.58681  1.14903  1.93777
C  -2.65541  1.89860  1.68506
H  -0.19714  0.82104  0.29601
H  -0.21788  2.44907  0.98582
H  0.56601  1.13529  1.86649
H  -1.68588  0.34589  2.65679
H  -3.57630  1.75855  2.23320
H  -2.67489  2.72541  0.98568
C  1.70369  -1.49818  -1.37556
C  0.50484  -0.98491  -1.71482
N  0.21326  -0.15348  -2.72834
N  1.81645  -2.15282  -0.06015
H  2.65334  -1.29138  -1.84056
H  -0.36150  -1.31084  -1.14126
H  -0.67318  0.31615  -2.71671
H  0.98721  0.25824  -3.22353
H  2.40201  -1.60661  0.57558
H  2.15745  -3.11873  -0.05593
H  0.90487  -2.13090  0.40853

---

x) A gas-phase ion, C5H13N2 (charge +1). Source: the Open Molecules 2025 dataset; level of theory: ωB97M-V/def2-TZVPD.

Computed properties:
E_HOMO = -12.9 eV
LUMO level = -3.1 eV
Net charge = +1
M = 101.17 g/mol

Geometry (Å):
C  0.69041  -2.34744  0.57112
C  -0.02258  -1.38053  0.00114
N  -0.24839  -1.33678  -1.40573
C  -0.51029  -0.21299  0.82040
C  -0.45550  1.26751  0.17035
C  0.17596  2.21316  1.17646
N  0.33482  1.31015  -1.13680
H  0.86610  -2.40783  1.63370
H  1.28256  -3.09688  0.04870
H  -1.21775  -1.45922  -1.70304
H  0.20849  -2.07230  -1.94851
H  -1.55477  -0.33557  1.11129
H  0.01651  -0.14929  1.77197
H  -1.50236  1.44074  -0.06628
H  1.15173  1.91064  1.57219
H  0.29878  3.26858  0.93238
H  -0.57448  2.10701  1.96857
H  -0.05836  1.98781  -1.78092
H  0.27224  0.32934  -1.54485
H  1.28512  1.59235  -0.95066

---

Stability verdict: x), ahead by 25.6 kcal/mol

---

w) A gas-phase ion, C5H13N2 (charge +1). Source: the Open Molecules 2025 dataset; level of theory: ωB97M-V/def2-TZVPD.

Computed properties:
E_HOMO = -12.7 eV
LUMO level = -3.2 eV
Net charge = +1
M = 101.17 g/mol

Geometry (Å):
C  -0.94817  -1.72738  -1.35409
C  -0.25391  -0.72376  -0.81135
C  0.89269  -0.96512  0.12136
C  0.61046  -0.69989  1.59858
N  -0.22900  0.53138  1.77535
N  -0.63153  0.63644  -0.94606
C  0.22147  1.79914  -1.28393
H  -1.75037  -1.45833  -2.01692
H  -0.64320  -2.73380  -1.11884
H  1.67548  -0.24566  -0.18162
H  1.38155  -1.91976  -0.04139
H  1.50757  -0.58583  2.20457
H  0.08167  -1.51119  2.10011
H  -1.10450  0.37211  2.25923
H  0.20794  1.31952  2.23691
H  -0.59155  0.83574  0.73556
H  -1.60189  0.78586  -1.13017
H  -0.47026  2.63766  -1.28949
H  0.62158  1.72136  -2.29389
H  1.02397  1.93151  -0.56392

---

x) A gas-phase ion, C5H13N2 (charge +1). Source: the Open Molecules 2025 dataset; level of theory: ωB97M-V/def2-TZVPD.

Computed properties:
E_HOMO = -11.9 eV
LUMO level = -4.0 eV
Net charge = +1
M = 101.17 g/mol

Geometry (Å):
C  -1.29212  -1.12734  -0.99468
C  -1.56229  0.13799  -0.00027
N  -3.01613  0.54509  -0.12415
C  -0.28472  1.05101  0.08721
C  0.98671  0.23588  -0.22939
C  1.97380  0.30097  0.69169
N  3.06063  -0.70912  0.71941
H  -0.98327  -0.71248  -2.05033
H  -2.35580  -1.52986  -1.08804
H  -0.45927  -1.82934  -0.74522
H  -1.57903  -0.43719  0.89992
H  -3.71193  -0.10936  0.05434
H  -3.26252  1.08778  -0.88578
H  0.03210  1.25501  1.10686
H  -0.24421  1.86797  -0.72473
H  1.23760  -0.15718  -1.24784
H  2.21571  1.28536  1.14626
H  2.92857  -1.44523  1.43461
H  4.00773  -0.26813  0.64334
H  2.93452  -1.45015  -0.03747

---

y) A gas-phase ion, C5H13N2 (charge +1). Source: the Open Molecules 2025 dataset; level of theory: ωB97M-V/def2-TZVPD.

Computed properties:
E_HOMO = -13.3 eV
LUMO level = -3.4 eV
Net charge = +1
M = 101.17 g/mol

Geometry (Å):
C  -0.58570  -0.71662  -0.26778
C  1.29679  -0.12719  0.45977
C  -0.94523  0.68140  0.25406
C  -1.16800  -1.90195  0.37164
C  2.14404  0.16702  -0.74939
N  -1.41263  1.66063  -0.73770
N  0.47477  1.03778  0.86410
H  -0.32075  -0.84883  -1.31916
H  1.64796  -0.69634  1.31874
H  -1.72531  0.60373  1.10804
H  -1.01476  -1.72942  1.47231
H  -0.67233  -2.77026  0.13099
H  -2.28189  -1.70762  0.10549
H  3.11990  0.35723  -0.49948
H  1.68208  0.87474  -1.34104
H  2.15131  -0.77371  -1.31881
H  -2.39887  1.60205  -0.86915
H  -1.02531  1.26932  -1.63917
H  0.25923  1.00404  1.89756
H  0.77468  2.01401  0.75899

---

z) A gas-phase ion, C5H13N2 (charge +1). Source: the Open Molecules 2025 dataset; level of theory: ωB97M-V/def2-TZVPD.

Computed properties:
E_HOMO = -13.8 eV
LUMO level = -3.2 eV
Net charge = +1
M = 101.17 g/mol

Geometry (Å):
C  0.15099  0.20743  -2.08891
C  -0.32552  -0.32787  -0.95361
C  0.46267  -1.26695  -0.10810
C  1.63519  -0.51536  0.51848
N  1.30322  0.71747  1.26640
N  -1.08918  0.65976  -0.10780
C  -2.14538  0.28946  0.84996
H  -0.13977  1.17379  -2.47383
H  0.86592  -0.41597  -2.61194
H  -0.04250  -1.82360  0.68080
H  0.91367  -1.97301  -0.81066
H  2.18261  -1.14583  1.21849
H  2.34703  -0.21133  -0.25143
H  2.10369  1.32209  1.34366
H  1.02431  0.54767  2.21864
H  -1.43546  1.45026  -0.65872
H  -0.26743  1.16662  0.30230
H  -2.61306  1.19060  1.22105
H  -2.76805  -0.48141  0.40490
H  -1.66445  -0.18262  1.71255

---

Stability verdict: w), ahead by 7.0 kcal/mol